Entry 1:
Molecular formula: C30H50IN5OPS
Method: DFT, ωB97M-V with the def2-TZVPD basis set

Positions of all 89 atoms, in Å:
1 C -0.2887 5.2259 -1.8748
2 C -0.3251 4.1198 -2.7759
3 C -0.2950 2.6796 -3.6233
4 C -0.8574 1.4664 -2.6332
5 C -2.4737 1.0440 -2.7302
6 O -3.4065 1.7427 -3.6261
7 C -3.7446 0.9519 -4.8184
8 C -2.4153 0.2625 -5.5579
9 C -2.8282 -0.1944 -1.7142
10 P -4.6171 -0.9225 -1.6427
11 S -5.7117 0.0049 -0.3103
12 C -1.6922 -0.8725 -0.7643
13 I -2.0543 -2.5821 0.6246
14 N -0.3160 -0.3242 -0.7916
15 N -0.0464 0.6952 -1.6383
16 C 1.4256 1.1737 -1.5641
17 C 2.2743 0.4456 -2.7662
18 C 2.9849 -0.9664 -2.2224
19 C 2.0936 -2.3136 -2.6514
20 C 3.0308 -3.6052 -2.1521
21 C 2.2063 -4.6918 -1.2406
22 C 2.1973 -4.3481 0.3778
23 C 2.7042 -5.5813 1.3332
24 C 1.5940 -5.7627 2.5694
25 C 1.9549 -4.7530 3.8362
26 C 0.9421 -3.4360 3.8902
27 C 1.8875 -2.1812 4.4580
28 C 1.0144 -0.8034 4.7327
29 C 0.6831 -0.0037 3.3330
30 C 2.1030 0.6905 2.8241
31 H -0.1347 5.8970 -0.9007
32 H 0.7578 2.4495 -4.0899
33 H -1.1326 2.8133 -4.4593
34 H -4.1570 1.7313 -5.6229
35 H -4.6064 0.1778 -4.6546
36 H -2.2543 -0.7632 -5.0083
37 H -2.7684 0.0761 -6.6818
38 H -1.4773 0.9633 -5.5599
39 H -4.5258 -2.3130 -1.1758
40 H -5.2620 -0.9965 -2.9392
41 H 1.5166 2.3430 -1.5336
42 H 1.9121 0.7905 -0.5436
43 H 1.5856 0.1139 -3.6627
44 H 3.1823 1.1009 -3.1730
45 H 4.1195 -1.0546 -2.5793
46 H 3.0357 -1.0118 -1.0353
47 H 1.9291 -2.3875 -3.8147
48 H 1.0974 -2.3944 -2.0223
49 H 3.9435 -3.2242 -1.4920
50 H 3.4716 -4.1876 -3.0685
51 H 2.7075 -5.7712 -1.3312
52 H 1.0784 -4.8468 -1.5695
53 H 2.9317 -3.4443 0.5239
54 H 1.1071 -4.0418 0.6757
55 H 2.9236 -6.5823 0.7651
56 H 3.7114 -5.2631 1.8900
57 H 0.5049 -5.4777 2.2076
58 H 1.5267 -6.8771 2.9481
59 H 3.0587 -4.3163 3.7664
60 H 1.8985 -5.3035 4.8836
61 H 0.6653 -3.1698 2.7811
62 H -0.0064 -3.6232 4.5807
63 H 2.7427 -2.0513 3.6623
64 H 2.4143 -2.4470 5.4758
65 H 1.5779 -0.0406 5.4531
66 H -0.0426 -1.0894 5.2064
67 H -0.0838 0.8777 3.4693
68 H 0.2695 -0.6901 2.4700
69 H 1.9755 0.8256 1.6485
70 H 3.0372 -0.0039 2.9705
71 H 2.2521 1.7839 3.2697
72 C 4.6097 4.2805 3.5036
73 C 4.9271 2.8602 3.0653
74 N 5.1905 1.6818 2.7017
75 H 4.9118 4.9870 2.7257
76 H 3.5358 4.3846 3.6815
77 H 5.1478 4.5151 4.4262
78 C -1.8906 8.1174 0.8604
79 C -0.4044 8.2631 1.1439
80 N 0.8286 8.3841 1.3791
81 H -2.4706 8.5158 1.6973
82 H -2.1525 8.6669 -0.0479
83 H -2.1421 7.0621 0.7231
84 C -8.7396 1.9767 -0.1172
85 C -9.7714 2.3057 0.9492
86 N -10.6275 2.5787 1.8340
87 H -8.4503 2.8870 -0.6495
88 H -7.8517 1.5376 0.3459
89 H -9.1576 1.2633 -0.8329

Properties
* HOMO-LUMO gap: 0.2427 Eh
* highest occupied orbital energy: -11.9 eV
* total charge: +1



Entry 2:
Molecular formula: C6H15N2
Method: DFT, ωB97M-V with the def2-TZVPD basis set

Positions of all 23 atoms, in Å:
1 C -1.1054 -2.6010 -1.8868
2 C 0.2807 -1.9905 -1.2826
3 C 0.0543 -0.5826 -0.7463
4 C 0.2546 -0.1452 0.6237
5 N 0.0114 1.0956 1.1521
6 C -0.1902 1.1769 2.5110
7 C 0.6285 2.3688 3.1578
8 N -2.3107 -2.3038 -1.1724
9 H -0.9271 -3.6550 -1.9367
10 H -1.1655 -2.2742 -2.8905
11 H 0.6425 -2.4704 -0.3533
12 H 1.0448 -1.7470 -1.9766
13 H -0.3235 0.1589 -1.4034
14 H 0.8931 -0.7152 1.2147
15 H 2.7179 4.5150 -4.7228
16 H 0.1420 0.2948 3.0801
17 H -1.3068 1.3683 2.7382
18 H 0.3501 3.2463 2.6410
19 H 0.4409 2.2749 4.2890
20 H 1.6887 2.1253 2.8650
21 H 2.7968 3.7479 -4.5884
22 H -2.2447 -2.5932 -0.1911
23 H -2.3724 -1.2946 -1.1219

Properties
* ΔE to the lowest compared entry with this formula, charge and spin: 150.5 kcal per mole
* HOMO-LUMO gap: 0.2277 Eh
* highest occupied orbital energy: -13.7 eV
* total charge: +1



Entry 3:
Molecular formula: C46H42BrF3N7O3S4Tl
Method: DFT, ωB97M-V with the def2-TZVPD basis set

Positions of all 107 atoms, in Å:
1 Tl -1.3694 -2.8410 -0.6007
2 N 0.1757 -1.0217 -1.4075
3 S 1.2845 -0.2518 -1.9317
4 N 0.7854 1.4043 -2.1437
5 S 0.4842 2.1819 -0.8607
6 N 0.1068 1.5661 0.4938
7 S -1.1490 0.5607 0.9859
8 N -1.0704 -0.8805 1.0919
9 C -2.5074 1.3068 0.0491
10 C -2.9979 0.5862 -1.0250
11 C -3.9854 1.1450 -1.8213
12 C -4.4757 2.4108 -1.5343
13 C -3.9782 3.1248 -0.4525
14 C -2.9804 2.5788 0.3397
15 C -1.3041 1.2770 2.6383
16 C -2.5412 1.5274 3.2126
17 C -2.6087 1.9392 4.5361
18 C -1.4495 2.0861 5.2847
19 C -0.2188 1.7825 4.7181
20 C -0.1477 1.3653 3.3992
21 C -0.6267 3.4845 -1.4217
22 C -1.2660 3.3532 -2.6405
23 C -2.0689 4.3875 -3.0981
24 C -2.2082 5.5401 -2.3396
25 C -1.5591 5.6623 -1.1173
26 C -0.7624 4.6309 -0.6528
27 C 1.8817 3.2366 -0.4378
28 C 2.3559 3.3327 0.8564
29 C 3.4485 4.1500 1.1101
30 C 4.0353 4.8653 0.0781
31 C 3.5347 4.7760 -1.2152
32 C 2.4582 3.9485 -1.4798
33 C 2.7800 0.1683 -0.9987
34 C 3.7594 0.8949 -1.6565
35 C 4.9078 1.2631 -0.9717
36 C 5.0523 0.9184 0.3645
37 C 4.0505 0.2121 1.0167
38 C 2.9050 -0.1648 0.3343
39 C 1.8035 -0.4805 -3.6513
40 C 0.8838 -0.0889 -4.6107
41 C 1.1376 -0.3451 -5.9475
42 C 2.2912 -1.0210 -6.3171
43 C 3.2136 -1.4006 -5.3530
44 C 2.9796 -1.1188 -4.0162
45 H -2.5902 -0.3953 -1.2266
46 H -4.3850 0.5878 -2.6579
47 H -5.2427 2.8499 -2.1592
48 H -4.3664 4.1087 -0.2236
49 H -2.5736 3.1402 1.1695
50 H -3.4452 1.3985 2.6316
51 H -3.5722 2.1435 4.9853
52 H -1.5068 2.4109 6.3152
53 H 0.6870 1.8601 5.3046
54 H 0.7944 1.0819 2.9463
55 H -1.1177 2.4450 -3.2084
56 H -2.5807 4.2968 -4.0467
57 H -2.8255 6.3510 -2.7035
58 H -1.6759 6.5644 -0.5318
59 H -0.2486 4.7062 0.2980
60 H 1.8609 2.7736 1.6379
61 H 3.8400 4.2302 2.1153
62 H 4.8858 5.5023 0.2826
63 H 3.9808 5.3522 -2.0146
64 H 2.0559 3.8455 -2.4802
65 H 3.6198 1.1682 -2.6937
66 H 5.6889 1.8053 -1.4884
67 H 5.9522 1.1986 0.8971
68 H 4.1692 -0.0647 2.0566
69 H 2.1174 -0.7291 0.8167
70 H -0.0187 0.4166 -4.2928
71 H 0.4295 -0.0255 -6.7007
72 H 2.4700 -1.2531 -7.3590
73 H 4.1185 -1.9199 -5.6389
74 H 3.6902 -1.4128 -3.2617
75 C -1.2196 -7.7600 1.3340
76 C -0.5818 -6.4735 1.7691
77 C 0.7496 -6.4125 2.1724
78 C 1.2883 -5.2160 2.5987
79 C 0.4645 -4.1014 2.5699
80 Br 1.1221 -2.4750 3.2630
81 N -0.7884 -4.1181 2.1732
82 C -1.2992 -5.2888 1.7868
83 H -0.9507 -8.5774 2.0027
84 H -0.8892 -8.0264 0.3286
85 H -2.3044 -7.6671 1.3194
86 H 1.3595 -7.3078 2.1667
87 H 2.3114 -5.1371 2.9337
88 H -2.3443 -5.2647 1.4926
89 F 1.9329 -6.2159 -2.5103
90 C 2.6311 -5.3278 -1.7894
91 F 3.7434 -5.0363 -2.4867
92 F 3.0207 -5.9506 -0.6625
93 S 1.6320 -3.7757 -1.4052
94 O 0.9637 -4.1489 -0.1786
95 O 0.8056 -3.6747 -2.5775
96 O 2.7092 -2.8268 -1.2386
97 C -5.0974 -0.8741 3.5674
98 N -3.9159 -1.3792 2.8976
99 C -2.7949 -1.7960 3.7263
100 C -3.9852 -1.7404 1.6296
101 N -4.0922 -2.0031 0.5048
102 H -5.5422 -1.6394 4.2127
103 H -5.8382 -0.5633 2.8337
104 H -4.8216 -0.0186 4.1885
105 H -3.0928 -2.6021 4.4056
106 H -2.4338 -0.9489 4.3145
107 H -1.9937 -2.1422 3.0817

Properties
* HOMO-LUMO gap: 0.2900 Eh
* highest occupied orbital energy: -7.8 eV
* total charge: 0